(1)
ORCA calculation (ωB97M-V/def2-TZVPD) on a cluster of 2 separate species, C11H15N in total at a distorted geometry.

Energy in hartree: -482.8521
Energy relative to the best compared isomer or geometry (same formula, charge and spin) in kcal/mol: 11.3
Expectation value of S²: 0.77
Total charge: -1
Spin multiplicity: 2

XYZ file:
```
27
Properties=species:S:1:pos:R:3:forces:R:3
C -1.54109 2.02708 -2.00901 0.7300 -0.0268 -0.4703
C -0.75864 2.99320 -1.11964 -1.0525 0.5297 0.7305
H -2.41222 2.53616 -2.39722 -0.3096 0.1892 -0.2660
H -0.91297 1.74101 -2.85148 -0.0407 -0.1079 -0.1445
H -1.88742 1.08560 -1.58930 0.2277 0.1029 0.5862
H -0.06455 2.56401 -0.41474 0.1398 -0.4510 -0.2122
H -1.48169 3.52391 -0.47955 0.1374 0.1035 -0.1235
H -0.23127 3.76081 -1.69426 -0.0688 -0.1636 -0.1030
C 0.03130 1.19709 2.75619 0.0236 1.2236 -0.2347
C 0.02189 -1.51168 0.12570 -0.3558 0.3440 1.5100
C 0.51885 -0.23665 0.57327 -0.7179 -1.5763 -0.1774
C 0.04890 -0.03011 1.90612 -0.5024 0.2208 -0.3170
C -0.74105 -1.11092 2.23934 -0.1134 -0.3483 0.4266
C 0.27709 -2.13264 -1.09456 -0.1579 0.1662 0.0313
C 1.00558 -1.35813 -2.08499 -0.5744 -1.3290 1.3643
C 1.31143 0.42678 -0.39090 0.0370 0.6905 0.3685
C 1.50697 -0.16327 -1.64262 0.8198 1.2292 -1.3233
N -0.76411 -1.98573 1.17411 0.1347 -0.6864 -1.0116
H -1.20537 -2.89678 1.17555 0.2291 0.4078 0.0385
H -0.15271 -3.12022 -1.22871 0.0811 0.0214 -0.4372
H -1.39405 -1.29024 3.08122 0.1252 0.1821 0.0565
H 1.18918 -1.83723 -3.03831 0.2622 0.4380 -0.1381
H 1.42685 1.48794 -0.23793 0.8177 0.0828 -0.2415
H 0.95894 1.77474 2.79937 0.3911 -0.4137 0.0303
H -0.27490 0.99600 3.78451 0.0531 -0.1976 -0.0053
H 2.10325 0.43059 -2.35005 -0.2346 -0.1458 0.0928
H -0.66214 1.98013 2.38452 -0.0814 -0.4854 -0.0300
```
Positions in Å, forces in eV/Å.


(2)
ORCA calculation (ωB97M-V/def2-TZVPD) on an isolated molecule of ClH2O2PS at a distorted geometry.

Energy in hartree: -1351.3100
Energy relative to the best compared isomer or geometry (same formula, charge and spin) in kcal/mol: 38.8
Expectation value of S²: 2.01
Total charge: 0
Spin multiplicity: 3

XYZ file:
```
7
Properties=species:S:1:pos:R:3:forces:R:3
O 0.05012 0.34972 1.34813 -0.5871 -0.2517 1.3682
O 1.39072 0.00206 -0.71626 -0.3441 0.4113 4.9773
P -0.59550 0.02338 -0.05114 3.2390 1.1981 -2.1137
S -1.59922 -1.60515 -0.27242 -1.6814 -2.1510 0.4553
Cl -1.35112 1.78477 -0.36428 -1.6676 1.8547 -0.0209
H 0.56297 -0.40759 1.63816 0.4241 -0.1898 0.2866
H 1.54203 -0.14720 -1.58219 0.6170 -0.8716 -4.9529
```
Positions in Å, forces in eV/Å.


(3)
ORCA calculation (ωB97M-V/def2-TZVPD) on a structure of composition C28H17Cl5MnN4S.

Energy in hartree: -5146.1253
Energy relative to the best compared isomer or geometry (same formula, charge and spin) in kcal/mol: 0.0
Expectation value of S²: 6.14
Total charge: +1
Spin multiplicity: 5

XYZ file:
```
56
Properties=species:S:1:pos:R:3:forces:R:3
Mn 0.15608 1.72376 0.03879 0.0544 0.0548 0.1778
C 5.05948 0.61193 -2.53284 -0.0099 0.0003 0.0123
C 3.79862 1.07500 -2.87925 0.0209 -0.0061 0.0042
C 2.87575 1.35599 -1.88506 -0.0239 0.0412 -0.0127
C 3.22051 1.18128 -0.55182 0.0114 -0.0105 0.0013
C 4.48444 0.72333 -0.19641 -0.0072 -0.0327 0.0402
C 5.39795 0.43845 -1.19469 -0.0003 -0.0006 -0.0238
N 2.22313 1.50099 0.41526 -0.0356 -0.0191 -0.0242
N 2.58298 1.61074 1.60198 0.0272 0.0328 -0.0067
C 1.54064 1.95711 2.47837 -0.0201 0.0078 0.0271
C 1.86222 2.10373 3.82017 0.0327 -0.0065 0.0015
C 0.86569 2.47006 4.71265 -0.0126 0.0020 0.0030
C -0.42365 2.68428 4.25213 -0.0011 -0.0023 -0.0176
C -0.73929 2.53362 2.89925 0.0072 0.0008 0.0183
C 0.23575 2.16841 1.98975 -0.0100 0.0596 -0.0475
H 5.78311 0.38891 -3.30499 0.0006 0.0001 -0.0006
H 3.53814 1.22464 -3.91810 -0.0007 0.0006 -0.0005
H 1.89912 1.74934 -2.14879 0.0039 -0.0020 0.0010
H 4.73550 0.59331 0.84640 0.0000 -0.0012 -0.0022
H 6.38293 0.07915 -0.92985 0.0001 -0.0013 0.0013
H 2.88071 1.93245 4.14256 -0.0027 0.0009 0.0012
H 1.09615 2.59245 5.76183 0.0011 -0.0008 -0.0005
H -1.19971 2.97783 4.94700 0.0002 0.0006 -0.0006
H -1.75560 2.71342 2.57585 0.0010 0.0032 -0.0005
Cl -3.13842 0.62650 0.95123 0.0073 0.0105 -0.0151
C -2.92499 2.15193 0.15758 -0.0174 -0.0081 0.0208
C -1.64431 2.55550 -0.16965 0.0266 0.0407 -0.0007
C -1.49722 3.77023 -0.80902 -0.0544 -0.0607 -0.0416
Cl 0.15026 4.18515 -1.25206 0.0354 -0.0547 0.0201
C -2.55587 4.60827 -1.11996 -0.0112 -0.0100 -0.0024
Cl -2.29280 6.10367 -1.90807 0.0008 0.0070 -0.0057
C -3.84035 4.18457 -0.76872 0.0113 0.0028 0.0009
Cl -5.18482 5.17948 -1.12723 -0.0014 0.0009 0.0002
C -4.02953 2.95125 -0.13436 -0.0045 -0.0177 0.0063
Cl -5.60903 2.43268 0.27944 0.0018 0.0059 -0.0018
S -0.96199 -4.28748 -2.46947 -0.0614 0.0056 -0.0315
C -0.65418 -2.70060 -1.81189 0.0431 -0.0296 0.0588
C -0.46879 -1.64915 -2.71534 0.0149 0.0098 0.0034
C -0.19839 -0.39148 -2.23515 -0.0604 0.0331 -0.0284
N -0.10859 -0.11472 -0.92533 -0.0143 -0.0652 -0.0926
C -0.28836 -1.12473 -0.05890 0.0317 0.0274 -0.0229
C -0.55182 -2.41625 -0.44901 -0.0375 -0.0076 -0.0271
C -1.49166 -5.18087 -1.02567 0.0308 0.0070 -0.0022
C -2.75272 -4.96307 -0.48911 -0.0061 -0.0291 0.0094
C -3.11455 -5.69120 0.63463 -0.0084 -0.0070 0.0027
N -2.32378 -6.59197 1.21338 0.0094 0.0037 -0.0158
C -1.12826 -6.80304 0.67430 -0.0066 0.0051 0.0124
C -0.65910 -6.12210 -0.44347 -0.0038 0.0041 -0.0072
H -0.55243 -1.81044 -3.78136 0.0175 -0.0026 -0.0011
H -0.06604 0.43764 -2.91884 0.0028 0.0033 0.0027
H -0.22073 -0.87619 0.99577 0.0017 -0.0096 -0.0016
H -0.68472 -3.18457 0.29853 0.0124 0.0166 0.0030
H -3.43636 -4.25159 -0.93252 0.0013 0.0010 -0.0025
H -4.08948 -5.54747 1.08566 0.0012 -0.0009 0.0038
H -0.50664 -7.54707 1.15847 -0.0011 -0.0040 -0.0029
H 0.32501 -6.32305 -0.84404 0.0017 0.0009 0.0065
```
Positions in Å, forces in eV/Å.


(4)
ORCA calculation (ωB97M-V/def2-TZVPD) on a structure of composition C16H23Cl2NO5V at a distorted geometry.

Energy in hartree: -2918.1121
Energy relative to the best compared isomer or geometry (same formula, charge and spin) in kcal/mol: 3.9
Expectation value of S²: 0.87
Total charge: +2
Spin multiplicity: 2

XYZ file:
```
48
Properties=species:S:1:pos:R:3:forces:R:3
V -6.00115 -6.59911 -13.66281 0.2264 0.3291 0.5294
O -6.96659 -5.70698 -15.09976 0.2295 -0.0227 -0.5577
C -7.10880 -4.49299 -15.38754 -0.3827 0.4807 0.4614
C -6.86488 -3.42549 -14.48038 -0.3345 0.1696 0.2656
C -7.40631 -2.14246 -14.72494 -0.3331 0.2962 -0.7966
C -7.34586 -1.13185 -13.80583 0.5474 -0.7689 0.5910
C -6.71416 -1.42366 -12.59422 0.3069 1.3082 0.8633
C -6.13582 -2.63855 -12.31598 -0.1049 -0.9706 0.2916
C -6.24675 -3.68487 -13.23978 -0.2662 1.0793 -0.2546
O -5.76944 -4.88841 -13.00408 0.3433 -1.9150 -0.1562
N -7.86993 0.25290 -14.00962 0.4080 0.0758 0.5398
O -8.43516 0.47357 -15.05607 0.1606 -0.0148 0.4660
O -7.63713 1.02955 -13.08760 -0.5079 -0.6745 -1.2526
H -7.52052 -4.26436 -16.36761 -0.0388 -0.0034 -0.1863
H -7.90868 -1.97781 -15.65840 -0.1650 0.1910 -0.4251
H -6.63956 -0.61976 -11.83848 -0.1244 -0.5311 -0.5420
H -5.68199 -2.82443 -11.34194 -0.0190 0.0951 -0.3300
C -3.76898 -6.21861 -11.26460 -0.1416 -0.2651 0.6073
C -4.31255 -7.33994 -12.13732 0.6127 -0.3281 0.0072
C -3.29965 -8.48098 -12.37674 -0.5823 0.1314 -0.0154
C -5.69213 -7.79407 -11.93403 -0.1148 1.2770 -0.4116
H -2.85815 -5.78059 -11.67798 -0.1448 -0.1045 -0.0238
H -3.53759 -6.62486 -10.27969 0.1065 -0.0488 -0.0044
H -4.51432 -5.45082 -11.12523 -0.0562 0.2783 0.0592
H -4.25406 -6.83371 -13.18950 0.0143 0.0546 -0.2956
H -3.24127 -9.13502 -11.49669 0.0761 0.3308 -0.1929
H -2.33769 -8.02621 -12.59657 0.1569 -0.2979 -0.0285
H -3.66202 -9.07072 -13.21915 0.3273 -0.1461 -0.0020
H -6.26094 -7.29955 -11.14258 -0.0261 -0.3072 -0.0648
H -5.95500 -8.79814 -12.22296 -0.0816 -0.3357 0.2338
C -5.16892 -10.11339 -16.33998 -0.3898 0.4039 0.3479
C -3.91950 -9.25483 -16.43046 0.6793 -0.1912 0.2608
C -4.47788 -7.89952 -16.12090 -0.1037 1.5585 0.3530
O -5.45491 -8.13453 -15.01336 0.3869 0.1485 0.1237
C -5.83812 -9.57320 -15.09300 -0.9746 0.2918 0.7267
H -5.00531 -11.17640 -16.27660 0.1857 -0.3099 0.0711
H -5.82895 -9.91763 -17.17821 0.0173 -0.0505 -0.2971
H -3.43113 -9.30376 -17.40917 -0.1142 0.1032 0.2197
H -3.17928 -9.52731 -15.64719 -0.3655 0.0261 -0.5269
H -5.08221 -7.45851 -16.92444 0.3002 -0.2233 -0.0172
H -3.75998 -7.12199 -15.76251 -0.3720 -0.6926 -0.2074
H -6.93667 -9.56393 -15.12135 0.3384 -0.2763 -0.0691
H -5.50880 -10.02675 -14.15022 0.0516 -0.0645 -0.3169
Cl -8.75092 -5.39769 -11.50982 -0.3177 -0.6515 -0.0513
C -9.33350 -7.02024 -11.96409 0.8111 0.9244 -0.2378
Cl -8.42799 -7.54814 -13.47628 -0.0832 -0.1821 0.2506
H -10.36617 -6.97393 -12.27117 -0.1737 -0.0362 -0.0127
H -9.12975 -7.72440 -11.17187 0.0318 -0.1413 0.0071
```
Positions in Å, forces in eV/Å.


Copy entry 1 word for word.
ORCA calculation (ωB97M-V/def2-TZVPD) on a cluster of 2 separate species, C11H15N in total at a distorted geometry.

Energy in hartree: -482.8521
Energy relative to the best compared isomer or geometry (same formula, charge and spin) in kcal/mol: 11.3
Expectation value of S²: 0.77
Total charge: -1
Spin multiplicity: 2

XYZ file:
```
27
Properties=species:S:1:pos:R:3:forces:R:3
C -1.54109 2.02708 -2.00901 0.7300 -0.0268 -0.4703
C -0.75864 2.99320 -1.11964 -1.0525 0.5297 0.7305
H -2.41222 2.53616 -2.39722 -0.3096 0.1892 -0.2660
H -0.91297 1.74101 -2.85148 -0.0407 -0.1079 -0.1445
H -1.88742 1.08560 -1.58930 0.2277 0.1029 0.5862
H -0.06455 2.56401 -0.41474 0.1398 -0.4510 -0.2122
H -1.48169 3.52391 -0.47955 0.1374 0.1035 -0.1235
H -0.23127 3.76081 -1.69426 -0.0688 -0.1636 -0.1030
C 0.03130 1.19709 2.75619 0.0236 1.2236 -0.2347
C 0.02189 -1.51168 0.12570 -0.3558 0.3440 1.5100
C 0.51885 -0.23665 0.57327 -0.7179 -1.5763 -0.1774
C 0.04890 -0.03011 1.90612 -0.5024 0.2208 -0.3170
C -0.74105 -1.11092 2.23934 -0.1134 -0.3483 0.4266
C 0.27709 -2.13264 -1.09456 -0.1579 0.1662 0.0313
C 1.00558 -1.35813 -2.08499 -0.5744 -1.3290 1.3643
C 1.31143 0.42678 -0.39090 0.0370 0.6905 0.3685
C 1.50697 -0.16327 -1.64262 0.8198 1.2292 -1.3233
N -0.76411 -1.98573 1.17411 0.1347 -0.6864 -1.0116
H -1.20537 -2.89678 1.17555 0.2291 0.4078 0.0385
H -0.15271 -3.12022 -1.22871 0.0811 0.0214 -0.4372
H -1.39405 -1.29024 3.08122 0.1252 0.1821 0.0565
H 1.18918 -1.83723 -3.03831 0.2622 0.4380 -0.1381
H 1.42685 1.48794 -0.23793 0.8177 0.0828 -0.2415
H 0.95894 1.77474 2.79937 0.3911 -0.4137 0.0303
H -0.27490 0.99600 3.78451 0.0531 -0.1976 -0.0053
H 2.10325 0.43059 -2.35005 -0.2346 -0.1458 0.0928
H -0.66214 1.98013 2.38452 -0.0814 -0.4854 -0.0300
```
Positions in Å, forces in eV/Å.


energy of number 2 (ClH2O2PS)?
-1351.3100 hartree